Density functional theory data (wB97M-V/def2-TZVPD) for a molecular structure, C37H52BBrClIN8STa.

The geometry in XYZ format:
```
103
Properties=species:S:1:pos:R:3:mulliken_charge:R:1
Ta -0.16 0.16 -0.07 0.135
C 0.29 3.21 -2.27 -0.825
C 0.17 3.35 -0.80 0.439
C 0.24 4.51 -0.06 -1.537
C 0.03 4.15 1.28 1.134
C 0.06 5.02 2.48 -1.410
N -0.17 2.82 1.32 0.499
N -0.08 2.31 0.05 0.353
B -0.67 1.99 2.54 -0.594
N 0.37 0.94 2.92 0.786
N 0.78 -0.06 2.07 0.283
C 1.69 -0.80 2.73 0.405
C 2.36 -1.99 2.14 -0.982
C 1.86 -0.28 4.01 -1.552
C 1.02 0.82 4.10 1.031
C 0.82 1.72 5.27 -1.381
N -1.97 1.30 2.11 0.464
N -2.01 0.40 1.06 0.338
C -3.30 -0.05 0.98 0.347
C -3.78 -1.05 0.00 -0.786
C -4.05 0.57 1.95 -1.605
C -3.19 1.42 2.65 1.157
C -3.53 2.32 3.78 -1.399
H 0.84 4.06 -2.67 0.436
H 0.81 2.29 -2.55 -0.313
H -0.70 3.21 -2.74 0.365
H 0.40 5.50 -0.43 0.622
H 0.45 6.00 2.20 0.443
H -0.94 5.17 2.88 0.282
H 0.67 4.60 3.27 0.252
H -0.89 2.71 3.45 -0.027
H 2.50 -1.88 1.07 -0.099
H 3.33 -2.14 2.61 0.440
H 1.77 -2.89 2.32 0.318
H 2.51 -0.66 4.78 0.601
H 1.46 1.39 6.08 0.420
H 1.08 2.75 5.02 0.235
H -0.21 1.71 5.61 0.287
H -3.00 -1.42 -0.65 -0.194
H -4.23 -1.89 0.53 0.385
H -4.57 -0.61 -0.62 0.344
H -5.10 0.43 2.14 0.578
H -4.59 2.24 4.00 0.385
H -2.96 2.05 4.67 0.299
H -3.30 3.35 3.53 0.309
Br 2.56 -4.18 -0.84 -0.055
C 1.21 -5.38 -0.30 0.501
C 1.46 -6.75 -0.28 -0.474
C 0.44 -7.63 0.04 -0.687
C -0.83 -7.17 0.32 -0.703
C -1.10 -5.81 0.33 -0.742
C -0.06 -4.95 0.04 0.473
I -0.55 -2.83 0.19 0.534
H 2.45 -7.11 -0.53 0.463
H 0.65 -8.69 0.07 0.420
H -1.64 -7.86 0.54 0.421
H -2.09 -5.43 0.57 0.422
C 6.31 1.75 -4.10 -1.123
C 5.31 1.48 -5.23 -0.398
C 3.86 1.81 -4.86 -1.333
C 3.34 1.05 -3.64 -0.056
N 3.68 1.76 -2.40 0.178
C 3.25 1.48 -1.19 -0.702
S 2.23 0.08 -0.97 0.025
N 3.63 2.19 -0.14 0.413
C 3.43 1.84 1.27 0.509
C 4.54 2.42 2.14 -1.013
C 5.90 1.72 2.03 -0.504
C 6.58 1.84 0.66 -1.095
H 7.32 1.62 -4.47 0.418
H 6.18 1.05 -3.27 0.230
H 6.22 2.77 -3.73 0.283
H 5.38 0.44 -5.53 0.317
H 5.58 2.09 -6.09 0.416
H 3.22 1.55 -5.71 0.365
H 3.75 2.88 -4.70 0.394
H 3.77 0.04 -3.62 0.398
H 2.25 0.94 -3.70 0.125
H 4.42 2.44 -2.51 0.201
H 4.28 2.95 -0.30 0.424
H 3.41 0.76 1.36 0.064
H 2.47 2.24 1.60 -0.714
H 4.20 2.34 3.18 0.388
H 4.66 3.48 1.92 0.472
H 5.79 0.66 2.29 0.303
H 6.56 2.16 2.77 0.423
H 6.09 1.22 -0.10 0.170
H 7.61 1.50 0.73 0.430
H 6.60 2.88 0.33 0.266
Cl -3.42 -1.87 -3.22 -0.186
C -1.76 -2.33 -3.43 0.835
C -1.51 -3.49 -4.14 -0.745
C -0.21 -3.87 -4.44 -0.475
C 0.84 -3.07 -4.01 -1.134
C 0.59 -1.93 -3.28 0.397
C -0.72 -1.52 -2.96 -0.247
C -0.94 -0.24 -2.21 -1.070
H -2.34 -4.08 -4.50 0.493
H -0.03 -4.76 -5.02 0.466
H 1.86 -3.34 -4.25 0.499
H 1.42 -1.32 -2.97 0.432
H -2.01 0.01 -2.23 0.749
H -0.41 0.55 -2.76 0.469
```

Results
Net charge = +3
E_LUMO = -10.560 eV
HOMO level = -15.53 eV
Kohn-Sham gap = 0.183 Ha

=====

Density functional theory data (wB97M-V/def2-TZVPD) for a molecular structure, C7H5F3OS.

The geometry in XYZ format:
```
17
Properties=species:S:1:pos:R:3:nbo_charge:R:1
C 2.44 0.34 -0.05 -0.156
C 1.76 0.20 -1.20 -0.234
C 1.81 0.15 1.18 -0.205
C 0.39 0.03 -1.18 -0.163
C 0.53 -0.36 1.17 -0.176
C -0.24 -0.39 0.01 -0.303
C -2.51 0.74 -0.74 0.434
O -2.28 -1.94 -0.62 -0.818
F -3.91 0.78 -0.96 -0.330
F -2.26 1.83 0.00 -0.299
F -1.96 -1.19 2.18 -0.615
S -2.02 -0.76 0.13 1.700
H 3.46 0.43 -0.05 0.209
H 2.33 0.54 -2.04 0.226
H 2.47 0.16 2.08 0.226
H -0.21 0.14 -2.09 0.232
H 0.20 -0.71 2.17 0.272
```

Results
Energy above the lowest of the compared OMol25 structures with the same formula, charge and spin = 95.51 kcal per mole
E_LUMO (alpha / beta) = -2.277 / -2.174 eV
HOMO level (alpha / beta) = -10.29 / -10.25 eV
Kohn-Sham gap (alpha / beta) = 0.294 / 0.297 Ha

=====

Density functional theory data (wB97M-V/def2-TZVPD) for a molecular structure, C8H14AlF12O4P2.

The geometry in XYZ format:
```
41
Properties=species:S:1:pos:R:3:nbo_charge:R:1
Al 0.05 0.50 0.06 2.283
P -0.87 3.05 -0.81 2.565
F -2.49 3.48 -0.49 -0.567
F -0.54 4.53 -0.15 -0.564
F -0.75 2.42 0.69 -0.585
F 0.65 2.71 -1.12 -0.542
F -1.21 1.60 -1.35 -0.563
F -1.02 3.67 -2.33 -0.549
P 2.55 0.41 -1.27 2.596
F 3.69 1.55 -1.24 -0.547
F 1.31 1.37 -1.41 -0.539
F 2.74 0.51 -2.83 -0.565
F 1.42 -0.71 -1.28 -0.592
F 3.65 -0.76 -1.20 -0.557
F 2.47 0.52 0.40 -0.562
C -1.60 2.30 3.52 -0.440
C -0.11 2.51 3.70 -0.438
C 0.41 1.38 2.96 -0.111
O -0.45 1.20 1.87 -0.630
C -1.75 1.44 2.31 -0.089
H -2.20 3.21 3.54 0.262
H -1.97 1.73 4.38 0.230
H 0.15 2.57 4.75 0.256
H 0.36 3.40 3.29 0.236
H 0.60 0.59 3.67 0.208
H 1.43 1.62 2.66 0.229
H -2.07 0.46 2.65 0.189
H -2.32 1.84 1.47 0.246
C 0.28 -5.38 -1.92 -0.653
C 0.29 -3.89 -2.22 0.068
C -1.04 -3.35 -2.79 -0.098
O -1.28 -2.21 -1.98 -0.426
C -0.20 -1.97 -1.11 1.109
O 0.04 -1.00 -0.40 -0.864
O 0.49 -3.10 -1.02 -0.407
H 0.00 -5.86 -2.85 0.243
H -0.27 -5.73 -1.04 0.246
H 1.25 -5.76 -1.61 0.250
H 1.07 -3.64 -2.94 0.222
H -1.87 -4.05 -2.71 0.225
H -0.88 -3.15 -3.85 0.226
```

Results
Net charge = +1
Energy above the lowest of the compared OMol25 structures with the same formula, charge and spin = 106.75 kcal per mole
E_LUMO = -5.044 eV
HOMO level = -14.75 eV
Kohn-Sham gap = 0.357 Ha

=====

Density functional theory data (wB97M-V/def2-TZVPD) for a gas-phase ion, C6H14N3 (charge +1).

The geometry in XYZ format:
```
23
Properties=species:S:1:pos:R:3:nbo_charge:R:1
C 1.25 -1.08 2.61 0.151
C -0.29 0.50 1.71 -0.099
C 1.28 0.00 -1.67 -0.620
C -0.70 -1.32 -0.75 -0.654
C -0.89 1.23 -1.15 -0.602
C -0.01 0.01 -0.78 0.131
N 1.50 -1.46 1.44 -0.208
N 0.48 0.08 2.87 -0.626
N 0.45 0.39 0.53 -0.299
H 1.37 -1.65 3.55 0.268
H -1.32 0.02 1.69 0.240
H -0.58 1.62 1.74 0.266
H 1.03 -0.76 -2.47 0.255
H 1.43 1.02 -2.01 0.227
H 2.09 -0.33 -1.04 0.219
H 0.11 -2.00 -0.58 0.244
H -1.05 -1.50 -1.82 0.246
H -1.43 -1.64 0.00 0.242
H -0.73 1.23 -2.26 0.250
H -1.84 1.02 -0.72 0.230
H -0.37 2.07 -0.84 0.213
H 0.36 0.54 3.83 0.458
H 1.50 0.60 0.47 0.468
```

Results
Net charge = +1
Energy above the lowest of the compared OMol25 structures with the same formula, charge and spin = 104.75 kcal per mole
E_LUMO (alpha / beta) = -6.302 / -5.249 eV
HOMO level (alpha / beta) = -14.37 / -14.06 eV
Kohn-Sham gap (alpha / beta) = 0.297 / 0.324 Ha

=====

Density functional theory data (wB97M-V/def2-TZVPD) for 2 unconnected molecules or ions with the total composition C2H8N3S.

The geometry in XYZ format:
```
14
Properties=species:S:1:pos:R:3:nbo_charge:R:1
C 0.08 -0.01 0.62 -0.031
C 0.90 -0.79 -0.24 0.203
N 0.42 1.87 -0.63 -0.649
N 0.00 1.32 0.55 -0.361
N 0.82 -2.07 -0.20 -0.600
S -2.14 -0.60 -0.23 -0.288
H -0.03 -0.48 1.56 0.250
H 1.39 -0.39 -1.13 0.265
H 0.56 2.81 -0.60 0.385
H -0.26 1.73 -1.46 0.369
H -0.65 1.87 1.30 0.425
H 0.36 -2.65 0.49 0.439
H 1.30 -2.63 -0.92 0.437
H -2.78 0.02 0.91 0.155
```

Results
Net charge = +1
Energy above the lowest of the compared OMol25 structures with the same formula, charge and spin = 74.57 kcal per mole
E_LUMO (alpha / beta) = -5.995 / -5.858 eV
HOMO level (alpha / beta) = -12.55 / -12.82 eV
Kohn-Sham gap (alpha / beta) = 0.241 / 0.256 Ha

=====

Density functional theory data (wB97M-V/def2-TZVPD) for a molecular structure, C48H60AsBaN4O2P2Se2.

The geometry in XYZ format:
```
120
Properties=species:S:1:pos:R:3:mulliken_charge:R:1
Ba -1.00 -0.07 0.89 1.770
C -2.64 7.28 3.04 -1.672
C -2.02 6.01 2.55 0.010
C -0.93 5.98 1.71 -0.706
C -0.32 4.77 1.28 1.249
C 0.83 4.92 0.47 -1.171
N 1.84 4.11 0.36 0.241
C 2.09 2.93 1.20 -0.095
C 3.55 2.83 1.66 -0.359
C 3.61 2.52 3.15 -1.087
N 2.81 1.34 3.47 0.518
C 3.14 0.42 4.31 -0.443
C 2.31 -0.70 4.58 0.606
C 2.76 -1.64 5.53 -0.525
C 2.05 -2.77 5.84 -0.026
C 2.52 -3.78 6.85 -1.676
C 0.84 -2.94 5.15 -0.440
C 0.36 -2.07 4.18 0.853
C -0.88 -2.44 3.52 -1.060
N -1.31 -1.89 2.45 0.001
C -2.64 -2.24 1.93 -0.748
C -3.62 -1.00 1.92 -0.409
C -3.37 0.03 3.07 -0.992
N -2.53 1.15 2.57 0.242
C -2.78 2.34 2.92 -1.750
C -2.06 3.54 2.48 0.535
C -2.54 4.75 2.92 -0.467
C -0.92 3.50 1.57 -0.089
O -0.56 2.44 1.00 0.666
C 1.07 -0.86 3.88 -0.239
O 0.67 0.02 3.05 -0.356
H -2.07 8.15 2.70 0.368
H -2.67 7.32 4.13 0.361
H -3.66 7.39 2.67 0.340
H -0.49 6.92 1.39 0.393
H 0.93 5.83 -0.11 0.485
H 2.54 4.33 -0.33 0.342
H 1.81 2.03 0.65 0.220
H 1.42 3.03 2.04 0.316
H 4.09 3.77 1.49 0.506
H 4.05 2.04 1.10 -0.285
H 3.21 3.37 3.72 0.220
H 4.63 2.34 3.48 0.597
H 1.89 1.16 3.02 -0.188
H 4.10 0.51 4.81 0.444
H 3.72 -1.46 6.02 0.378
H 3.38 -3.40 7.40 0.382
H 2.81 -4.71 6.37 0.332
H 1.74 -4.01 7.58 0.364
H 0.25 -3.83 5.35 0.466
H -1.46 -3.24 4.00 0.269
H -3.09 -3.04 2.53 0.479
H -2.53 -2.63 0.91 -0.265
H -4.64 -1.38 2.00 0.654
H -3.60 -0.47 0.95 0.140
H -2.84 -0.45 3.89 0.276
H -4.31 0.40 3.47 0.621
H -3.62 2.54 3.60 0.228
H -3.40 4.73 3.59 0.474
Se 0.69 -0.42 -2.31 -0.267
P 2.55 -1.02 -1.44 0.928
Se 2.70 -0.59 0.66 -0.297
C 3.93 -0.26 -2.35 0.096
C 4.82 0.62 -1.75 -0.001
C 5.84 1.21 -2.50 -0.635
C 5.97 0.91 -3.84 -0.438
C 5.09 0.03 -4.45 -0.749
C 4.07 -0.55 -3.71 -0.510
C 2.85 -2.80 -1.73 0.167
C 4.02 -3.37 -1.24 -0.589
C 4.29 -4.71 -1.45 -0.710
C 3.38 -5.50 -2.16 -0.502
C 2.22 -4.93 -2.66 -0.542
C 1.95 -3.58 -2.45 0.255
H 4.72 0.82 -0.69 -0.009
H 6.54 1.88 -2.02 0.419
H 6.77 1.36 -4.42 0.393
H 5.19 -0.21 -5.50 0.401
H 3.38 -1.23 -4.19 0.365
H 4.72 -2.77 -0.67 0.385
H 5.20 -5.15 -1.07 0.410
H 3.59 -6.55 -2.33 0.395
H 1.51 -5.54 -3.22 0.470
H 1.06 -3.13 -2.85 -0.199
C -4.63 -2.83 -1.17 -1.289
As -3.11 -1.69 -1.66 0.550
C -3.93 -0.92 -3.25 -1.414
C -1.96 -3.12 -2.39 0.361
C -2.27 -3.52 -3.80 0.052
C -3.16 -4.54 -4.09 -0.212
C -3.48 -4.86 -5.41 -0.730
C -2.90 -4.15 -6.45 -0.482
C -1.99 -3.14 -6.17 -0.700
C -1.68 -2.82 -4.86 -0.125
H -4.88 -3.50 -1.99 0.424
H -5.50 -2.20 -0.96 0.400
H -4.41 -3.42 -0.28 0.331
H -4.38 -1.71 -3.85 0.558
H -3.18 -0.40 -3.84 0.169
H -4.69 -0.22 -2.92 0.467
H -2.09 -3.96 -1.70 0.741
H -0.95 -2.75 -2.30 -1.046
H -3.61 -5.11 -3.28 0.420
H -4.17 -5.66 -5.62 0.413
H -3.14 -4.40 -7.48 0.403
H -1.52 -2.59 -6.98 0.423
H -0.97 -2.03 -4.64 0.438
C -2.69 2.33 -3.81 -1.466
P -2.03 2.19 -2.10 1.152
C -3.06 3.49 -1.31 -1.246
C -0.46 3.11 -2.31 -0.897
H -2.60 3.36 -4.18 0.485
H -3.74 2.04 -3.83 0.411
H -2.14 1.67 -4.48 0.318
H -3.12 4.39 -1.93 0.394
H -2.65 3.76 -0.34 0.137
H -4.07 3.12 -1.15 0.377
H -0.64 4.14 -2.61 0.397
H 0.16 2.61 -3.06 0.504
H 0.09 3.07 -1.37 -0.253
```

Results
Net charge = +1
Energy above the lowest of the compared OMol25 structures with the same formula, charge and spin = 40.44 kcal per mole
E_LUMO = -2.878 eV
HOMO level = -9.08 eV
Kohn-Sham gap = 0.228 Ha

=====

Density functional theory data (wB97M-V/def2-TZVPD) for a molecular structure, C28H31ClF2IrN6O7S.

The geometry in XYZ format:
```
77
Properties=species:S:1:pos:R:3:mulliken_charge:R:1
Ir 0.27 0.36 0.44 3.968
O 3.40 -4.86 0.04 -0.542
C 3.07 -4.69 1.31 0.443
O 3.45 -5.40 2.19 -0.548
C 2.19 -3.51 1.64 -0.134
C 1.69 -3.25 2.91 -0.075
Cl 1.92 -4.05 4.37 -0.069
N 0.94 -2.11 2.85 -0.278
N 0.92 -1.64 1.60 0.273
C 1.67 -2.46 0.86 0.088
C 1.75 -2.15 -0.60 0.622
O 2.27 -2.92 -1.39 -0.854
O 1.19 -1.03 -0.96 -1.347
C 0.06 -1.56 3.83 -0.345
C -0.90 -2.37 4.42 0.113
C -1.78 -1.81 5.33 -0.855
C -1.71 -0.45 5.63 -0.537
C -0.75 0.34 5.03 -0.831
C 0.15 -0.21 4.13 0.131
H 3.04 -4.16 -0.55 0.411
H -0.96 -3.42 4.17 0.503
H -2.53 -2.43 5.80 0.414
H -2.41 -0.02 6.34 0.440
H -0.68 1.39 5.28 0.442
H 0.93 0.39 3.68 0.429
N 2.14 1.31 1.36 -0.858
C 2.69 2.34 0.45 -0.798
C 2.61 1.82 -0.97 -0.692
N 1.20 1.56 -1.31 -0.203
H 2.06 1.68 2.30 0.253
H 2.79 0.53 1.44 0.248
H 3.71 2.59 0.71 0.534
H 2.07 3.23 0.56 0.318
H 3.15 0.88 -1.06 0.361
H 3.06 2.54 -1.66 0.548
H 1.14 1.00 -2.16 0.132
H 0.72 2.44 -1.52 0.029
O -0.10 3.84 -2.81 -0.430
C -0.66 5.14 -2.57 -0.562
N -2.10 5.13 -2.52 -0.093
C -2.84 4.81 -1.41 -0.093
O -4.04 4.90 -1.37 -0.571
C -2.06 4.31 -0.22 -0.418
C -1.97 5.05 0.95 -0.289
C -1.27 4.52 2.02 -1.078
C -0.68 3.28 1.88 -0.358
N -0.77 2.56 0.76 -0.047
C -1.47 3.06 -0.27 0.067
H -0.21 3.62 -3.74 0.255
H -0.36 5.83 -3.35 0.453
H -0.24 5.46 -1.63 0.336
H -2.63 5.53 -3.28 0.269
H -2.46 6.01 1.02 0.550
H -1.17 5.06 2.95 0.467
H -0.13 2.83 2.69 0.407
H -1.54 2.45 -1.16 0.805
F -2.14 -0.91 -0.28 -0.246
C -1.73 -0.29 0.91 -0.014
F -2.66 0.63 1.20 -0.235
H -1.73 -1.06 1.69 0.250
C -2.75 -1.22 -3.32 -1.158
S -1.00 -1.16 -2.97 1.343
O -0.35 -0.07 -3.69 -0.589
C -0.32 -2.72 -3.25 0.432
C -0.84 -3.79 -2.52 -0.425
C -0.27 -5.04 -2.72 -0.838
C 0.80 -5.18 -3.60 -0.431
C 1.32 -4.09 -4.29 -0.671
C 0.78 -2.84 -4.11 -0.338
H -2.86 -1.44 -4.38 0.474
H -3.14 -0.24 -3.06 0.435
H -3.18 -1.99 -2.69 0.396
H -1.65 -3.66 -1.83 0.390
H -0.65 -5.89 -2.18 0.457
H 1.23 -6.16 -3.75 0.448
H 2.15 -4.23 -4.97 0.445
H 1.17 -1.97 -4.62 0.473
```

Results
Multiplicity = 6
Net charge = +2
Energy above the lowest of the compared OMol25 structures with the same formula, charge and spin = 24.19 kcal per mole
E_LUMO (alpha / beta) = -5.057 / -8.913 eV
HOMO level (alpha / beta) = -13.13 / -14.41 eV
Kohn-Sham gap (alpha / beta) = 0.297 / 0.202 Ha

=====

Density functional theory data (wB97M-V/def2-TZVPD) for a molecular structure, C4H6Cl2S2.

The geometry in XYZ format:
```
14
Properties=species:S:1:pos:R:3:nbo_charge:R:1
C -1.76 0.08 1.04 -0.645
C -1.20 -0.39 -0.39 -0.169
C 0.11 0.40 -0.50 -0.362
C 1.13 -0.54 0.32 -0.328
H -1.09 -0.31 1.71 0.205
H -2.83 -0.11 1.24 0.239
H -1.59 1.24 1.28 0.226
H -1.28 -1.51 -0.54 0.274
H 0.56 0.46 -1.53 0.277
H 0.78 0.68 2.55 0.140
S 1.58 -0.43 1.96 0.167
S 1.73 -1.89 -0.43 0.029
Cl -2.30 0.27 -1.73 -0.104
Cl 0.12 2.04 -0.15 0.049
```

Results
Energy above the lowest of the compared OMol25 structures with the same formula, charge and spin = 38.91 kcal per mole
E_LUMO = -0.807 eV
HOMO level = -9.17 eV
Kohn-Sham gap = 0.307 Ha

=====

Density functional theory data (wB97M-V/def2-TZVPD) for C5H6O3 in the gas phase.

The geometry in XYZ format:
```
14
Properties=species:S:1:pos:R:3:nbo_charge:R:1
O 2.21 -0.03 -0.34 -0.527
C 1.13 0.24 0.11 0.571
C 0.57 1.64 -0.05 -0.511
C -1.01 1.45 0.12 -0.528
C -1.19 -0.03 0.01 0.575
O -2.18 -0.60 -0.40 -0.479
C 0.08 -0.72 0.57 -0.118
O 0.27 -2.00 0.00 -0.672
H 0.99 2.31 0.75 0.247
H 0.83 2.00 -1.10 0.251
H -1.47 1.99 -0.68 0.246
H -1.38 1.87 1.09 0.246
H 0.01 -0.65 1.65 0.212
H 1.22 -1.94 -0.30 0.489
```

Results
Energy above the lowest of the compared OMol25 structures with the same formula, charge and spin = 13.04 kcal per mole
E_LUMO = 0.125 eV
HOMO level = -9.94 eV
Kohn-Sham gap = 0.370 Ha
SMILES = O=C1CCC(=O)C1O

=====

Density functional theory data (wB97M-V/def2-TZVPD) for a molecular structure, C6H13LuO5.

The geometry in XYZ format:
```
25
Properties=species:S:1:pos:R:3:nbo_charge:R:1
O 3.14 6.92 3.83 -0.942
C 3.65 5.67 3.90 0.103
C 3.79 5.04 5.26 -0.174
O 3.80 6.09 6.25 -0.626
C 3.37 5.78 7.57 -0.107
C 2.95 7.11 8.20 -0.097
O 2.09 7.82 7.37 -0.973
Lu 2.42 7.69 5.46 2.390
H 4.60 5.64 3.34 0.179
H 4.69 4.42 5.34 0.235
H 2.92 4.39 5.49 0.183
H 4.18 5.29 8.13 0.222
H 2.51 5.09 7.51 0.184
H 3.86 7.69 8.43 0.181
H 2.47 6.87 9.17 0.208
H 2.24 4.98 2.91 0.074
O 0.00 4.90 2.58 -0.714
C 1.33 2.38 3.19 -0.259
O 1.31 3.09 1.97 -0.516
C 1.23 4.47 2.10 0.265
H 1.54 1.33 2.95 0.218
H 2.12 2.77 3.85 0.148
H 0.37 2.45 3.72 0.174
H 1.37 4.89 1.09 0.187
H 0.01 4.93 3.54 0.456
```

Results
Multiplicity = 2
Net charge = +1
E_LUMO (alpha / beta) = -5.644 / -5.696 eV
HOMO level (alpha / beta) = -11.15 / -12.86 eV
Kohn-Sham gap (alpha / beta) = 0.202 / 0.263 Ha

=====

no.,largest force on an atom (eV/A)
1,1.67
2,4.36
3,18.51
4,4.10
5,4.22
6,4.02
7,0.73
8,5.16
9,2.08
10,3.57